[1]
# C5H8O2

A single C5H8O2 molecule (the ωB97M-V functional and the def2-TZVPD basis, OMol25).

Results
**Structure (SMILES)**: CCC(C=O)C=O
**Energy**: -345.75770 a.u.
**Energy relative to the best compared isomer or geometry (same formula, charge and spin)**: 1.2860 eV

Geometry as ORCA input:
```
! wB97M-V def2-TZVPD RIJCOSX def2/J DEFGRID3
* xyz 0 1
C 1.65782 -0.49141 1.18035
C 0.39472 0.31175 0.82978
C -0.24248 -0.07359 -0.53426
C -1.68600 -0.51627 -0.34614
O -2.42559 0.04067 0.42981
C -0.58583 0.94314 -1.64722
O -0.44688 0.67283 -2.81498
H 1.48087 -1.57443 1.15042
H 1.97920 -0.26033 2.20330
H 2.49789 -0.26786 0.51556
H 0.60975 1.38334 0.89431
H -0.34905 0.10836 1.60824
H 0.33728 -0.84830 -1.04624
H -2.04918 -1.26465 -1.07499
H -1.17251 1.83676 -1.34792
*
```



[2]
# C5H8O2

A single C5H8O2 molecule (the ωB97M-V functional and the def2-TZVPD basis, OMol25).

Results
**Energy**: -345.67020 a.u.
**Energy relative to the best compared isomer or geometry (same formula, charge and spin)**: 3.6670 eV

Geometry as ORCA input:
```
! wB97M-V def2-TZVPD RIJCOSX def2/J DEFGRID3
* xyz 0 1
O -0.41367 -2.66892 0.40439
C -0.98834 -1.50655 0.17458
C -0.30891 -0.48121 1.04310
C 0.14303 0.72498 0.23111
O 0.51810 1.82754 1.00950
C 0.87481 0.50981 -1.06157
C -0.53253 1.06585 -1.05272
H -0.85663 -3.31900 -0.16298
H -1.33880 0.41770 -1.37928
H -1.07838 -0.12615 1.74564
H 0.52998 -0.89200 1.62846
H 1.38631 1.63519 1.38705
H 1.67940 1.20079 -1.29570
H 1.03252 -0.51135 -1.40416
H -0.64690 2.12333 -1.26741
*
```



[3]
# C5H8O2

A single C5H8O2 molecule at a distorted geometry (the ωB97M-V functional and the def2-TZVPD basis, OMol25).

Results
**Structure (SMILES)**: C=CC(=O)COC
**Energy**: -345.69492 a.u.
**Energy relative to the best compared isomer or geometry (same formula, charge and spin)**: 2.9944 eV

Geometry as ORCA input:
```
! wB97M-V def2-TZVPD RIJCOSX def2/J DEFGRID3
* xyz 0 1
C 3.16973 0.23001 0.06701
C 1.87976 0.46044 -0.06064
C 0.87193 -0.57525 -0.12265
O 1.07156 -1.75645 -0.11359
C -0.50681 0.06332 -0.02575
O -1.57880 -0.85920 0.06880
C -2.87491 -0.22990 0.03060
H 3.87489 0.94239 -0.03744
H 3.45060 -0.80310 0.23538
H 1.64472 1.39604 -0.40181
H -0.57770 0.63349 1.03149
H -0.86898 0.69580 -0.84306
H -3.00052 0.12631 0.99542
H -3.52400 -0.98352 -0.07889
H -3.03147 0.65963 -0.74487
*
```



[4]
# C5H8O2

A molecular structure, C5H8O2 at a distorted geometry (the ωB97M-V functional and the def2-TZVPD basis, OMol25).

Results
**Energy**: -345.56389 a.u.
**Energy relative to the best compared isomer or geometry (same formula, charge and spin)**: 6.5598 eV

Geometry as ORCA input:
```
! wB97M-V def2-TZVPD RIJCOSX def2/J DEFGRID3
* xyz 0 1
C 1.55915 0.52983 -0.34713
C 0.31288 -0.00785 0.35288
O 0.58156 -0.41216 1.68219
C -0.86862 0.98216 0.34536
C -1.89084 -1.00780 0.03089
O -1.36015 0.08248 -1.10431
C -0.51980 -0.95946 -0.50068
H 1.32124 0.87398 -1.36115
H 1.98942 1.36396 0.22024
H 2.31992 -0.25961 -0.43140
H 1.40363 -0.92303 1.67709
H -1.44264 1.04987 1.26552
H -0.73360 1.93734 -0.16603
H -2.51830 -1.67972 -0.56304
H -0.10490 -1.64487 -1.22908
*
```



[5]
# C5H8O2

A single C5H8O2 molecule (the ωB97M-V functional and the def2-TZVPD basis, OMol25).

Results
**Structure (SMILES)**: CCCC(=O)C=O
**Energy**: -345.77168 a.u.
**Energy relative to the best compared isomer or geometry (same formula, charge and spin)**: 0.9055 eV

Geometry as ORCA input:
```
! wB97M-V def2-TZVPD RIJCOSX def2/J DEFGRID3
* xyz 0 1
C -2.18223 0.06796 -0.72546
C -1.08554 -0.48170 0.18646
C 0.26881 0.12025 -0.17664
C 1.40996 -0.30548 0.71239
O 1.31629 -1.12418 1.60053
C 2.75590 0.40222 0.47714
O 2.83459 1.60820 0.51710
H -2.25938 1.15822 -0.62447
H -3.16094 -0.36030 -0.48577
H -1.96814 -0.16043 -1.77720
H -1.05512 -1.57606 0.13485
H -1.30171 -0.24029 1.23300
H 0.56072 -0.13190 -1.20887
H 0.20224 1.21629 -0.15512
H 3.66458 -0.19280 0.29206
*
```



[6]
# C5H8O2

A single C5H8O2 molecule at a distorted geometry (the ωB97M-V functional and the def2-TZVPD basis, OMol25).

Results
**Structure (SMILES)**: C1O[C@H]2C[C@@H]1CO2
**Energy**: -345.76670 a.u.
**Energy relative to the best compared isomer or geometry (same formula, charge and spin)**: 1.0411 eV

Geometry as ORCA input:
```
! wB97M-V def2-TZVPD RIJCOSX def2/J DEFGRID3
* xyz 0 1
C 0.44675 1.36182 -0.23274
O 1.52915 0.47626 -0.58593
C 0.98496 -0.80048 -0.38002
C -0.41096 -0.67500 -0.99658
C -0.74354 0.41296 0.04114
C -0.46400 -0.35304 1.32886
O 0.74157 -1.03814 1.01498
H 0.22989 2.05086 -1.05975
H 0.75922 1.94238 0.64009
H 1.68825 -1.59659 -0.57263
H -0.99302 -1.59510 -0.93487
H -0.46110 -0.27411 -2.01590
H -1.72842 0.87745 0.00287
H -0.30984 0.28375 2.20658
H -1.26891 -1.07302 1.54390
*
```



[7]
# C5H8O2

A single C5H8O2 molecule (the ωB97M-V functional and the def2-TZVPD basis, OMol25).

Results
**Structure (SMILES)**: OC=C=CCCO
**Energy**: -345.71964 a.u.
**Energy relative to the best compared isomer or geometry (same formula, charge and spin)**: 2.3216 eV

Geometry as ORCA input:
```
! wB97M-V def2-TZVPD RIJCOSX def2/J DEFGRID3
* xyz 0 1
O -1.49729 -1.17071 2.27355
C -1.85409 -0.49079 1.13105
C -1.17280 -0.59335 0.01911
C -0.25842 -0.72709 -0.90849
C 0.95876 0.16543 -0.99941
C 1.05687 1.21012 0.11066
O 1.35944 0.64479 1.37015
H -0.82839 -1.82060 2.01220
H -2.73672 0.12092 1.28062
H -0.35186 -1.52500 -1.64636
H 1.85586 -0.46646 -0.96072
H 0.96838 0.66132 -1.97907
H 1.87612 1.89954 -0.11692
H 0.12685 1.79844 0.15015
H 0.55878 0.22082 1.70523
*
```



[8]
# C5H8O2

A single C5H8O2 molecule (the ωB97M-V functional and the def2-TZVPD basis, OMol25).

Results
**Structure (SMILES)**: O=C1CC(CO)C1
**Energy**: -345.76255 a.u.
**Energy relative to the best compared isomer or geometry (same formula, charge and spin)**: 1.1540 eV

Geometry as ORCA input:
```
! wB97M-V def2-TZVPD RIJCOSX def2/J DEFGRID3
* xyz 0 1
O 3.03564 0.49278 0.59222
C 1.86971 0.23876 0.45341
C 0.80152 -0.37443 1.35944
C -0.05050 -0.60785 0.07976
C -1.49892 -0.15925 0.08663
O -1.57336 1.09030 0.74433
C 0.90816 0.29900 -0.73072
H 0.36024 0.38520 2.01413
H 1.10762 -1.24019 1.95382
H 0.00666 -1.64941 -0.25259
H -2.13959 -0.90344 0.58016
H -1.82970 -0.06521 -0.95860
H -2.47426 1.42398 0.67181
H 0.49481 1.30885 -0.83864
H 1.27428 -0.05828 -1.69702
*
```



[9]
# C5H8O2

A molecular structure, C5H8O2 (the ωB97M-V functional and the def2-TZVPD basis, OMol25).

Results
**Energy**: -345.65617 a.u.
**Energy relative to the best compared isomer or geometry (same formula, charge and spin)**: 4.0488 eV

Geometry as ORCA input:
```
! wB97M-V def2-TZVPD RIJCOSX def2/J DEFGRID3
* xyz 0 1
C -0.16287 -0.81749 1.21490
O -0.88173 -1.51699 0.14361
C -0.46251 -1.09068 -1.02418
C 0.89850 -0.48578 -0.83197
C 0.55245 0.29510 0.44163
C -0.42274 1.38026 -0.05968
O -1.40251 0.85117 -0.91929
H 0.52175 -1.51696 1.71161
H -0.91983 -0.47219 1.92667
H -1.23853 -0.20230 -1.51384
H 1.23259 0.13150 -1.67034
H 1.62697 -1.28936 -0.65249
H 1.40268 0.71793 0.98715
H -0.92635 1.85257 0.80158
H 0.18213 2.16320 -0.55535
*
```



[10]
# C5H8O2

A single C5H8O2 molecule at a distorted geometry (the ωB97M-V functional and the def2-TZVPD basis, OMol25).

Results
**Structure (SMILES)**: C=C(C)C(=O)CO
**Energy**: -345.75966 a.u.
**Energy relative to the best compared isomer or geometry (same formula, charge and spin)**: 1.2325 eV

Geometry as ORCA input:
```
! wB97M-V def2-TZVPD RIJCOSX def2/J DEFGRID3
* xyz 0 1
C -1.26020 0.23896 -0.85784
C -0.16871 -0.45162 -0.49059
C -0.01366 -1.91008 -0.81062
C 0.97973 0.18208 0.24815
O 2.07648 -0.37542 0.25080
C 0.75930 1.50923 0.98146
O -0.16586 1.44910 2.05292
H -2.06236 -0.24947 -1.40644
H -1.39187 1.29972 -0.67523
H 0.50804 -2.03646 -1.76452
H 0.55162 -2.43445 -0.03310
H -0.98792 -2.40646 -0.88123
H 1.72130 1.82799 1.39663
H 0.45184 2.28220 0.27061
H -0.99772 1.07467 1.71895
*
```



[11]
# C5H8O2

A single C5H8O2 molecule (the ωB97M-V functional and the def2-TZVPD basis, OMol25).

Results
**Structure (SMILES)**: C=C(C=O)OCC
**Energy**: -345.75110 a.u.
**Energy relative to the best compared isomer or geometry (same formula, charge and spin)**: 1.4656 eV

Geometry as ORCA input:
```
! wB97M-V def2-TZVPD RIJCOSX def2/J DEFGRID3
* xyz 0 1
C 0.96684 0.39724 -1.33086
C 1.09411 0.14092 -0.02874
C 2.37683 0.43822 0.66732
O 3.36337 0.82338 0.08393
O 0.18103 -0.38686 0.81418
C -1.02487 -0.88192 0.25029
C -2.08436 0.19198 0.13311
H 1.82599 0.78299 -1.86116
H 0.04829 0.25200 -1.88150
H 2.36556 0.29274 1.76619
H -0.80804 -1.33791 -0.72047
H -1.36096 -1.67027 0.92670
H -2.19375 0.70174 1.09215
H -3.04341 -0.26437 -0.12558
H -1.83218 0.93493 -0.62716
*
```



[12]
# C5H8O2

A molecular structure, C5H8O2 (the ωB97M-V functional and the def2-TZVPD basis, OMol25).

Results
**Energy**: -345.62053 a.u.
**Energy relative to the best compared isomer or geometry (same formula, charge and spin)**: 5.0186 eV

Geometry as ORCA input:
```
! wB97M-V def2-TZVPD RIJCOSX def2/J DEFGRID3
* xyz 0 1
C -1.42190 1.02461 -0.00501
C -0.27107 0.05626 0.14878
C 0.28154 -0.46376 -1.24227
C 1.08104 0.35303 0.70298
O 1.01619 0.52485 -1.90867
C 0.77400 -0.82052 1.55651
O -0.53601 -1.06025 1.02818
H -2.33686 0.48372 -0.27840
H -1.18465 1.74222 -0.79410
H -1.61241 1.56127 0.92840
H 0.83994 -1.39674 -1.07111
H -0.57053 -0.70505 -1.88392
H 1.75015 0.77004 -1.32015
H 1.43214 -1.69723 1.57042
H 0.75844 -0.37247 2.56837
*
```



[13]
# C5H8O2

A single C5H8O2 molecule at a distorted geometry (the ωB97M-V functional and the def2-TZVPD basis, OMol25).

Results
**Structure (SMILES)**: O=C1CCCCO1
**Energy**: -345.71620 a.u.
**Energy relative to the best compared isomer or geometry (same formula, charge and spin)**: 2.4153 eV

Geometry as ORCA input:
```
! wB97M-V def2-TZVPD RIJCOSX def2/J DEFGRID3
* xyz 0 1
O -2.13686 0.17954 -1.89729
C -1.12752 -0.04552 -1.20086
C -1.29535 -0.10015 0.31222
C -0.12107 0.34442 1.13561
C 1.13965 -0.41940 0.60445
C 1.09454 0.17190 -0.98184
O 0.06108 -0.32579 -1.87773
H -1.52229 -1.18774 0.45755
H -2.41227 0.38348 0.32235
H -0.14869 0.11131 2.33477
H 0.19003 1.42895 1.05425
H 0.89151 -1.58968 0.81437
H 1.98738 0.01660 1.10770
H 1.38154 1.17136 -0.78762
H 2.01833 -0.13928 -1.39795
*
```



[14]
# C5H8O2

A single C5H8O2 molecule at a distorted geometry (the ωB97M-V functional and the def2-TZVPD basis, OMol25).

Results
**Structure (SMILES)**: C[C@@H](O)C1(O)C=C1
**Energy**: -345.66314 a.u.
**Energy relative to the best compared isomer or geometry (same formula, charge and spin)**: 3.8591 eV

Geometry as ORCA input:
```
! wB97M-V def2-TZVPD RIJCOSX def2/J DEFGRID3
* xyz 0 1
C -0.99805 -0.94358 0.11983
C 0.43427 -0.39883 -0.08000
O 0.96180 -0.87260 -1.25010
C 0.17947 1.08549 -0.26403
O -0.66441 1.28659 -1.35214
C 0.14688 1.98730 0.94903
C 1.17521 2.08483 0.16342
H -1.75068 -0.43445 -0.47576
H -1.36901 -0.96654 1.20531
H -1.00276 -2.06932 -0.02764
H 1.09751 -0.49510 0.85494
H 1.67752 -1.57648 -1.13765
H -0.17927 1.74471 -2.15001
H -0.19582 2.16284 1.93049
H 1.99073 2.61924 -0.24413
*
```



[15]
# C5H8O2

A single C5H8O2 molecule (the ωB97M-V functional and the def2-TZVPD basis, OMol25).

Results
**Structure (SMILES)**: CCCC(=O)C=O
**Energy**: -345.77385 a.u.
**Energy relative to the best compared isomer or geometry (same formula, charge and spin)**: 0.8466 eV

Geometry as ORCA input:
```
! wB97M-V def2-TZVPD RIJCOSX def2/J DEFGRID3
* xyz 0 1
C 0.37704 0.88002 -1.84903
C 0.74996 0.14065 -0.57131
C -0.34191 -0.85200 -0.12273
C -0.23573 -1.01435 1.36529
O 0.28666 -1.93401 1.95524
C -0.77904 0.16290 2.19366
O -1.40614 1.07095 1.70637
H 0.19369 0.18696 -2.67693
H 1.17261 1.56961 -2.14666
H -0.53344 1.46753 -1.68941
H 0.92329 0.88080 0.22186
H 1.68800 -0.41091 -0.69292
H -1.32760 -0.43394 -0.35298
H -0.23720 -1.82524 -0.61246
H -0.53019 0.11102 3.27199
*
```



[16]
# C5H8O2

2 unconnected molecules or ions with the total composition C5H8O2 at a distorted geometry (the ωB97M-V functional and the def2-TZVPD basis, OMol25).

Results
**Energy**: -345.75059 a.u.
**Energy relative to the best compared isomer or geometry (same formula, charge and spin)**: 1.4795 eV

Geometry as ORCA input:
```
! wB97M-V def2-TZVPD RIJCOSX def2/J DEFGRID3
* xyz 0 1
O -1.45117 -1.95943 0.97832
C -1.25253 -0.60548 0.61158
C 0.22092 -0.26783 0.84599
C 1.07546 -0.45891 -0.37484
C 1.96601 0.43110 -0.80155
C -0.65837 2.53522 -0.87325
O -0.61487 2.78360 -1.98012
H -2.38653 -2.16350 0.86366
H -1.88958 0.06255 1.20909
H -1.51011 -0.44764 -0.44816
H 0.31705 0.76573 1.19429
H 0.56126 -0.92084 1.65851
H 0.92651 -1.38639 -0.92983
H 2.56514 0.26935 -1.69302
H 2.13080 1.36245 -0.26067
*
```



[17]
# C5H8O2

A single C5H8O2 molecule (the ωB97M-V functional and the def2-TZVPD basis, OMol25).

Results
**Structure (SMILES)**: O[C@H]1C[C@]2(CO2)C1
**Energy**: -345.71780 a.u.
**Energy relative to the best compared isomer or geometry (same formula, charge and spin)**: 2.3716 eV

Geometry as ORCA input:
```
! wB97M-V def2-TZVPD RIJCOSX def2/J DEFGRID3
* xyz 0 1
O 0.48705 -0.54718 -2.30732
C 0.60735 0.27334 -1.17467
C 0.79265 -0.46811 0.17860
C -0.58739 0.03004 0.58960
C -1.17496 0.15977 1.90878
O -1.51056 -0.93500 1.05940
C -0.72076 0.89416 -0.65479
H -0.21481 -1.18807 -2.12907
H 1.39469 0.99419 -1.40483
H 0.80392 -1.55928 0.08047
H 1.64790 -0.15960 0.78875
H -0.48090 -0.01073 2.72500
H -2.01428 0.82629 2.10525
H -1.60571 0.72897 -1.27444
H -0.63673 1.96295 -0.42451
*
```